Entry 1:
The following is a quantum chemistry calculation of a molecular structure, C29H44N6NdP2S in a non-equilibrium geometry, from the Open Molecules 2025 dataset.

Structure (ORCA input):
```
! wB97M-V def2-TZVPD RIJCOSX def2/J DEFGRID3
* xyz 1 4
Nd -0.21 0.08 -0.71
C 1.88 2.86 -1.66
C 3.01 1.82 -1.70
C 3.25 1.32 -3.13
P 2.55 0.37 -0.66
C 4.03 -0.72 -0.55
C 5.33 0.06 -0.35
C 3.82 -1.75 0.56
C 2.28 1.05 1.01
C 2.97 2.19 1.46
C 2.75 2.70 2.73
C 1.81 2.08 3.55
C 1.12 0.98 3.13
C 1.34 0.42 1.86
N 0.60 -0.66 1.36
C 0.16 -1.70 2.18
C 0.80 -2.06 3.38
C 0.41 -3.17 4.10
C -0.62 -3.99 3.66
C -1.25 -3.66 2.47
C -0.89 -2.53 1.74
P -1.63 -2.18 0.12
C -1.35 -3.72 -0.85
C -2.05 -3.63 -2.21
C 0.17 -3.88 -1.02
C -3.45 -1.94 0.31
C -3.71 -0.50 0.76
C -4.17 -2.94 1.21
H 2.11 3.69 -2.34
H 1.73 3.27 -0.66
H 0.93 2.44 -1.99
H 3.93 2.27 -1.32
H 2.34 0.88 -3.55
H 4.04 0.56 -3.18
H 3.55 2.15 -3.77
H 4.07 -1.24 -1.51
H 5.28 0.68 0.55
H 5.57 0.70 -1.20
H 6.16 -0.64 -0.22
H 3.89 -1.28 1.54
H 4.59 -2.52 0.49
H 2.85 -2.24 0.49
H 3.69 2.68 0.82
H 3.31 3.57 3.07
H 1.62 2.48 4.54
H 0.37 0.53 3.77
H 1.64 -1.47 3.72
H 0.94 -3.41 5.02
H -0.92 -4.86 4.22
H -2.03 -4.32 2.10
H -1.74 -4.56 -0.29
H -1.74 -2.74 -2.77
H -3.13 -3.62 -2.12
H -1.78 -4.50 -2.82
H 0.60 -3.02 -1.54
H 0.39 -4.75 -1.63
H 0.68 -3.99 -0.06
H -3.83 -2.06 -0.71
H -3.20 -0.29 1.71
H -4.77 -0.33 0.91
H -3.36 0.22 0.02
H -3.82 -2.86 2.24
H -4.03 -3.97 0.88
H -5.24 -2.73 1.21
N 1.05 -1.46 -6.51
C 0.25 -0.95 -5.85
N -0.71 -0.38 -5.13
C -0.78 0.01 -3.96
N -0.96 0.39 -2.84
C -3.35 5.66 0.80
N -2.58 4.43 0.98
C -2.19 3.49 0.12
S -1.02 2.36 0.72
N -2.61 3.40 -1.15
C -3.74 4.01 -1.87
H -3.22 6.26 1.69
H -4.42 5.47 0.68
H -2.98 6.24 -0.04
H -2.17 4.29 1.89
H -2.13 2.69 -1.66
H -4.21 4.79 -1.30
H -4.48 3.24 -2.09
H -3.38 4.43 -2.81
*
```

=====

Entry 2:
The following is a quantum chemistry calculation of a molecular structure, C29H44N6PtSSi4Te, from the Open Molecules 2025 dataset.

Structure (ORCA input):
```
! wB97M-V def2-TZVPD RIJCOSX def2/J DEFGRID3
* xyz 0 1
Pt -0.11 -0.29 0.91
S -2.87 -2.08 -2.15
C -2.11 -3.37 -1.32
C -1.23 -2.94 -0.38
C -1.14 -1.52 -0.30
C -2.00 -0.93 -1.21
C -2.09 0.51 -1.30
C -3.00 1.22 -2.08
C -2.97 2.60 -2.05
C -2.03 3.25 -1.26
C -1.16 2.48 -0.51
N -1.19 1.15 -0.53
H -2.36 -4.39 -1.58
H -0.66 -3.62 0.24
H -3.73 0.70 -2.68
H -3.67 3.18 -2.64
H -1.97 4.33 -1.21
H -0.41 2.92 0.14
C 2.92 -1.95 1.31
C 2.81 -1.04 0.14
N 1.69 -0.52 -0.32
C 2.02 0.27 -1.40
C 3.36 0.22 -1.59
N 3.86 -0.61 -0.61
C 5.25 -0.94 -0.40
N 6.04 0.25 -0.26
N 7.08 0.47 -1.10
N 7.66 1.55 -0.79
C 7.01 2.10 0.29
C 7.27 3.28 1.00
C 6.42 3.57 2.04
C 5.35 2.72 2.38
C 5.08 1.56 1.70
C 5.96 1.26 0.64
H 1.91 -2.12 1.69
H 3.50 -1.50 2.11
H 3.36 -2.91 1.03
H 1.27 0.81 -1.95
H 4.00 0.69 -2.31
H 5.66 -1.49 -1.25
H 5.32 -1.55 0.50
H 8.09 3.93 0.73
H 6.57 4.47 2.62
H 4.70 2.99 3.20
H 4.24 0.94 1.96
C -1.48 3.34 5.42
Si -1.65 1.48 5.65
C -3.14 0.87 4.67
C -1.98 1.14 7.48
Si 0.31 0.41 4.94
Te 0.80 1.43 2.70
Si 0.08 -1.92 4.99
C 1.51 -2.84 4.18
C 0.03 -2.43 6.80
C -1.52 -2.50 4.16
Si 2.18 1.09 6.17
C 2.49 2.93 5.89
C 3.67 0.13 5.53
C 2.04 0.83 8.03
H -2.41 3.84 5.68
H -1.22 3.58 4.39
H -0.69 3.74 6.06
H -4.00 1.52 4.86
H -3.42 -0.14 4.96
H -2.95 0.88 3.60
H -2.84 1.72 7.83
H -1.12 1.41 8.10
H -2.20 0.09 7.66
H 2.47 -2.59 4.63
H 1.57 -2.60 3.11
H 1.35 -3.91 4.27
H 0.96 -2.17 7.31
H -0.11 -3.51 6.90
H -0.78 -1.93 7.34
H -1.59 -2.13 3.14
H -2.40 -2.15 4.70
H -1.54 -3.59 4.14
H 2.72 3.13 4.85
H 3.34 3.24 6.50
H 1.64 3.54 6.16
H 3.66 0.10 4.44
H 3.68 -0.89 5.91
H 4.60 0.61 5.84
H 1.21 1.39 8.45
H 2.96 1.17 8.51
H 1.90 -0.22 8.29
*
```

=====

Electronic energy
In order: -84414.420, -92615.565
Unit: eV
ΔE to the lowest compared entry with this formula, charge and spin
In order: 0.0, 47.9
Unit: kcal per mole